{"formula": "C5H8O", "method": "ωB97M-V/def2-TZVPD", "symbols": ["C", "H", "H", "O", "C", "H", "C", "C", "H", "H", "H", "H", "H", "C"], "coordinates": [[0.132, -0.062, -0.095], [-1.911, -0.265, -1.361], [-0.215, -0.930, 1.896], [-1.316, 1.499, -0.386], [-1.172, 0.210, -0.717], [2.228, -0.472, 0.033], [-0.638, -0.905, 0.869], [-0.243, 1.303, 0.567], [-0.800, 0.781, 1.419], [-1.018, -1.868, 0.586], [0.403, 2.192, 0.615], [1.738, 0.322, -1.487], [1.366, -1.394, -1.208], [1.446, -0.412, -0.732]], "forces_ev_per_a": [[0.0345, -0.1315, 0.0331], [0.3806, -0.1378, 0.1605], [-0.8749, 0.4357, -0.4750], [-0.1660, -0.0306, 0.1249], [-0.5535, -0.7557, 0.6826], [-0.0944, 0.0298, -0.1136], [0.0868, -0.7948, -0.5359], [0.3549, 0.2494, 0.1043], [0.6638, 2.0679, 0.2242], [0.2158, -0.5152, -0.5027], [-0.2096, -0.4903, 0.3472], [0.0557, -0.0474, 0.0296], [0.0598, 0.1229, 0.0330], [0.0466, -0.0023, -0.1123]], "mulliken_charge": [1.037, 0.368, 0.302, -0.356, -0.253, 0.329, -1.262, -0.420, 0.403, 0.259, 0.324, 0.353, 0.334, -1.418], "total_charge": 0}


{"formula": "C3H2Cl2O", "method": "ωB97M-V/def2-TZVPD", "symbols": ["Cl", "O", "C", "C", "H", "C", "H", "Cl"], "coordinates": [[0.926, -1.682, -1.630], [1.348, 1.445, 0.404], [1.098, 0.852, 1.406], [-0.619, -1.217, -1.475], [1.802, 0.272, 2.093], [-1.593, -0.501, -1.386], [0.059, 0.675, 1.672], [-3.022, 0.156, -1.084]], "forces_ev_per_a": [[0.6813, -0.5552, -0.1085], [0.8502, 0.3765, -0.1336], [-0.2168, -1.4903, 0.5324], [-1.0777, 1.6085, 0.0236], [0.0228, 0.9541, -0.8106], [1.6881, -1.7604, -0.0262], [-0.6726, 0.1468, 0.3878], [-1.2752, 0.7200, 0.1350]], "mulliken_charge": [-0.131, -0.357, -0.070, 0.103, 0.211, 0.199, 0.217, -0.172], "total_charge": 0}


ΔE to the lowest compared entry with this formula, charge and spin readings, ordered: 117.3 76.4 kcal/mol
HOMO-LUMO gap readings, ordered: 8.86 10.25 eV
Energy readings, ordered: -270.37096 -1111.00480 Ha